This record from the OMol25 dataset describes a cluster of 2 separate species, NO4P in total. The level of theory is ωB97M-V/def2-TZVPD.

The total energy comes out at -697.0282 Eh. As for the highest occupied orbital energy (spin up / spin down): 2.44 / 2.42 eV.

Geometry as ORCA input:
```
! RIJCOSX wB97M-V def2-TZVPD def2/J DEFGRID3
* xyz -2 1
N -1.691 -0.567 -0.030
O 1.232 0.836 1.344
O 1.289 0.873 -1.231
O -2.662 0.210 0.022
O 1.528 -1.323 -0.115
P 1.095 0.078 0.011
*
```


This record from the OMol25 dataset describes a cluster of 2 separate species, NO4S2 in total. The level of theory is ωB97M-V/def2-TZVPD.

The total energy comes out at -1152.0604 Eh. As for the highest occupied orbital energy (spin up / spin down): -4.91 / -4.91 eV.

Geometry as ORCA input:
```
! RIJCOSX wB97M-V def2-TZVPD def2/J DEFGRID3
* xyz -1 1
N 0.168 0.282 1.065
O -0.587 1.186 1.355
O -0.762 -1.507 -1.112
O 0.965 -0.266 1.789
O -0.655 0.848 -1.868
S 1.870 -0.558 -1.800
S 0.006 -0.282 -1.255
*
```


Max |F| values (in Eh/bohr) by entry order: 0.0527, 0.0472.